ORCA calculation (wB97M-V/def2-TZVPD) on the ion C5H9N2O2S with charge -1.

Values from the calculation:
SMILES string: [H]/N=C(/C)C[C@H](NS)C(=O)[O-]
HOMO level in eV: -4.56
Total charge: -1
M in g/mol: 161.21
HOMO-LUMO gap in Ha: 0.28356

Geometry (Å):
S  -1.5914  -2.5537  -0.3005
O  -2.7139  1.4101  -0.4640
O  -2.2097  1.1638  1.7297
N  2.0084  1.1123  1.2407
N  -1.3915  -0.9612  -0.8770
C  -2.0440  0.9867  0.5112
C  0.2947  0.8215  -0.5036
C  1.6000  0.5230  0.1908
C  -0.8869  0.0216  0.1097
C  2.4360  -0.6153  -0.3543
H  2.2765  -0.7510  -1.4272
H  1.3293  1.8203  1.5283
H  0.0839  1.8938  -0.4284
H  3.4941  -0.4335  -0.1586
H  0.3576  0.5673  -1.5636
H  2.1470  -1.5472  0.1441
H  -0.5460  -0.5047  1.0052
H  -2.2996  -0.6184  -1.1834
H  -2.3444  -2.3352  0.8008